The following is a DFT calculation (ωB97M-V with the def2-TZVPD basis set) of 8 unconnected molecules or ions with the total composition C12H40N6O8 in a non-equilibrium geometry.

```
66
Properties=species:S:1:pos:R:3:mulliken_charge:R:1
C 0.102 1.717 4.554 -0.6329
O 1.388 1.949 3.872 -0.5841
H -0.408 0.850 4.171 0.1852
H -0.428 2.571 4.364 0.3350
H 0.300 1.523 5.615 0.2853
H 1.316 1.885 2.885 0.4767
C 2.730 1.359 -1.597 -0.8413
O 2.172 0.298 -0.863 -0.3204
H 1.958 1.800 -2.284 0.1469
H 3.612 1.019 -2.011 0.3918
H 2.853 2.119 -0.837 0.3627
H 1.439 0.681 -0.361 -0.0539
C -0.952 -1.359 1.415 -1.0101
O 0.101 -0.430 1.131 -0.2575
H -1.806 -1.073 0.820 0.4125
H -1.151 -1.280 2.493 0.2510
H -0.594 -2.360 1.256 0.2900
H 0.851 -0.604 1.744 -0.1475
C -0.058 2.629 0.254 0.2922
O 0.682 2.510 1.398 -0.7230
N -0.386 3.801 -0.346 -0.3579
N -0.697 1.666 -0.359 1.0078
H 0.161 4.577 0.072 0.2728
H -1.048 4.027 -1.111 0.1701
H -0.635 0.739 0.150 -0.0202
H -1.306 1.669 -1.165 -0.1028
C 4.283 -2.049 0.600 0.4158
O 5.194 -2.689 1.325 -0.7585
N 4.519 -0.953 -0.022 -0.2826
N 3.046 -2.381 0.468 -0.5012
H 5.551 -0.843 -0.292 0.2382
H 3.741 -0.429 -0.477 0.4662
H 2.919 -3.335 0.970 0.2812
H 2.469 -2.076 -0.248 0.1345
C 1.693 -1.548 3.776 0.6417
O 0.901 -2.707 3.737 -0.7402
N 2.345 -1.067 2.759 -0.2130
N 1.849 -0.934 4.924 -0.3887
H 2.362 -1.583 1.818 0.2174
H 2.939 -0.244 2.784 0.1497
H 1.352 -1.350 5.651 0.2604
H 2.093 0.005 5.065 0.2087
C -4.291 0.866 -3.322 -1.4679
C -3.318 1.795 -2.628 0.8547
C -3.559 1.868 -1.161 -1.8906
O -2.097 1.613 -2.915 -0.7609
H -4.417 1.013 -4.372 0.3957
H -5.294 0.845 -2.809 0.3389
H -4.000 -0.179 -3.227 0.3480
H -3.523 2.687 -3.033 0.5249
H -3.451 1.005 -0.583 0.4067
H -4.644 2.148 -0.952 0.4167
H -2.946 2.606 -0.663 0.5028
H -2.054 1.681 -3.888 0.4083
C -1.851 -3.328 -2.306 -1.5590
C -1.538 -1.869 -2.472 1.1079
C -0.053 -1.615 -2.077 -0.4188
O -1.756 -1.331 -3.592 -0.6633
H -2.753 -3.789 -2.696 0.4317
H -1.685 -3.674 -1.268 0.2395
H -1.200 -3.966 -2.936 0.3684
H -2.087 -1.253 -1.806 -0.0165
H 0.616 -2.283 -2.743 0.4238
H 0.164 -1.997 -1.037 -0.2010
H 0.260 -0.540 -2.029 0.0480
H -1.996 -0.418 -3.560 0.2040
```

* ΔE to the lowest compared entry with this formula, charge and spin: 116.34 kcal/mol
* F_max: 8.94 eV/Å
* electronic energy: -38409.4526 eV
* E_HOMO: -8.93 eV

The following is a DFT calculation (ωB97M-V with the def2-TZVPD basis set) of a molecular structure, C12H41B2N3O3Zn in a non-equilibrium geometry.

```
62
Properties=species:S:1:pos:R:3:mulliken_charge:R:1
Zn -0.448 -1.101 0.385 -1.7284
B -0.301 -3.154 -0.036 1.8349
H -1.235 -2.876 0.428 -0.4028
H -0.209 -4.223 -0.149 -0.2136
H -0.281 -2.742 -1.032 -0.3861
H 0.472 -2.724 0.582 -0.4158
B -1.885 -0.069 -0.556 2.7292
H -2.429 -0.680 0.148 -0.8543
H -1.264 -0.698 -1.174 -0.0885
H -2.603 0.505 -1.120 -0.1977
H -1.246 0.627 -0.034 -0.4598
C 3.600 0.150 -0.643 -1.3767
C 2.434 -0.008 0.347 0.4933
C 1.814 1.256 0.939 -1.1919
O 0.682 0.901 1.754 -0.1541
C 0.034 2.094 2.252 -0.8786
N 1.377 -0.625 -0.436 -0.0304
H 4.179 -0.771 -0.720 0.3958
H 4.301 0.916 -0.313 0.4202
H 3.354 0.353 -1.685 0.2242
H 2.707 -0.530 1.264 0.3102
H 1.517 1.916 0.124 0.4349
H 2.525 1.877 1.483 0.4796
H -0.855 1.839 2.829 0.2021
H -0.440 2.664 1.453 0.2980
H 0.650 2.821 2.781 0.3266
H 1.830 -1.426 -0.853 0.3348
H 1.242 -0.045 -1.251 -0.2313
C -1.240 0.619 -4.281 -1.5358
C 0.100 0.786 -3.593 0.8596
C 1.090 1.590 -4.471 -0.8228
O 1.491 0.886 -5.651 -0.3269
C 2.147 1.759 -6.497 -0.7997
N 0.006 1.435 -2.276 -0.3165
H -1.998 0.203 -3.617 0.4016
H -1.224 -0.092 -5.106 0.3374
H -1.419 1.646 -4.598 0.3500
H 0.555 -0.175 -3.353 0.3006
H 1.965 1.787 -3.852 0.3706
H 0.737 2.595 -4.703 0.4043
H 3.077 2.197 -6.134 0.2950
H 1.445 2.509 -6.861 0.3389
H 2.462 1.263 -7.415 0.2813
H -0.520 2.290 -2.389 0.3680
H -0.661 0.898 -1.740 -0.8669
C -3.063 -2.109 2.698 -1.5606
C -2.051 -1.028 3.098 0.2162
C -1.777 -1.091 4.592 -0.8599
O -0.695 -0.216 4.818 -0.2191
C -0.451 0.017 6.250 -0.9068
N -0.884 -1.343 2.347 -0.1158
H -4.029 -1.797 3.097 0.4540
H -2.797 -3.112 3.031 0.4244
H -3.165 -2.181 1.615 0.2268
H -2.460 -0.046 2.863 0.2285
H -1.577 -2.146 4.781 0.3214
H -2.663 -0.721 5.108 0.3928
H -1.200 0.690 6.667 0.3426
H 0.455 0.593 6.438 0.2843
H -0.348 -0.836 6.921 0.3217
H -0.682 -2.286 2.646 0.4817
H -0.143 -0.827 2.799 0.4555
```

* F_max: 4.47 eV/Å
* electronic energy: -73486.4586 eV
* E_HOMO: -9.39 eV

The following is a DFT calculation (ωB97M-V with the def2-TZVPD basis set) of 9 unconnected molecules or ions with the total composition C12H42N2O9 in a non-equilibrium geometry.

```
65
Properties=species:S:1:pos:R:3:mulliken_charge:R:1
C 11.781 -12.324 -18.122 -0.2447
C 12.431 -11.167 -17.406 -0.4820
O 11.515 -10.114 -17.396 -0.5568
H 10.908 -12.829 -17.707 -0.6192
H 12.559 -13.051 -18.305 0.4640
H 11.390 -11.995 -19.121 0.2324
H 13.312 -10.924 -18.005 0.4461
H 12.709 -11.458 -16.413 0.3035
H 12.071 -9.348 -17.103 0.2955
C 9.321 -14.956 -18.202 -0.4927
C 8.477 -15.965 -17.515 -0.0823
O 7.508 -15.231 -16.817 -0.4691
H 8.903 -13.937 -18.337 -0.1881
H 9.546 -15.147 -19.231 0.5517
H 10.300 -14.911 -17.670 0.0694
H 9.024 -16.666 -16.858 -0.0587
H 7.895 -16.502 -18.285 0.4834
H 8.065 -14.775 -16.176 0.2941
C 13.403 -15.139 -16.107 -0.4731
C 12.685 -16.307 -15.367 -0.7313
O 11.432 -16.635 -16.010 -0.4160
H 13.702 -15.495 -17.128 0.2594
H 14.263 -14.848 -15.443 0.3946
H 12.740 -14.222 -16.158 -0.2219
H 12.494 -16.094 -14.353 0.3286
H 13.210 -17.197 -15.202 0.5888
H 10.952 -17.224 -15.455 0.2295
C 7.910 -11.046 -17.142 0.4858
O 6.834 -11.842 -16.957 -0.7358
N 7.880 -9.922 -17.821 -0.5124
N 9.028 -11.233 -16.534 -0.0148
H 6.882 -9.582 -18.090 0.3720
H 8.610 -9.239 -17.714 0.1896
H 9.167 -12.150 -16.133 0.1630
H 9.952 -10.789 -16.697 0.4272
C 9.011 -11.646 -20.401 -0.2674
O 8.022 -10.690 -20.410 -0.6385
H 9.274 -11.926 -19.402 -0.3201
H 9.956 -11.276 -20.888 0.3810
H 8.792 -12.475 -21.102 0.2991
H 7.994 -10.292 -19.511 0.5021
C 6.129 -13.684 -19.762 -0.2002
O 5.535 -13.711 -18.545 -0.5680
H 6.921 -14.422 -19.703 0.0633
H 6.553 -12.723 -19.976 0.0636
H 5.374 -13.924 -20.562 0.3062
H 6.200 -13.843 -17.865 0.3490
C 10.220 -13.541 -14.879 -0.4020
O 8.861 -13.539 -15.208 -0.6266
H 10.495 -14.362 -14.299 0.3204
H 10.423 -12.611 -14.326 0.3724
H 10.807 -13.496 -15.798 -0.2319
H 8.423 -13.099 -14.482 0.1946
C 6.776 -18.239 -15.911 -0.1550
O 5.995 -19.409 -15.835 -0.5926
H 6.663 -17.497 -15.087 0.1135
H 6.373 -17.762 -16.819 0.1697
H 7.794 -18.530 -15.963 0.1439
H 5.128 -19.097 -16.146 0.3459
C 8.937 -16.708 -13.690 -0.2058
O 10.273 -16.876 -13.246 -0.5026
H 8.367 -16.087 -12.968 0.3428
H 8.453 -17.708 -13.730 0.4312
H 8.859 -16.314 -14.697 -0.2476
H 10.373 -17.103 -12.296 0.2796
```

* ΔE to the lowest compared entry with this formula, charge and spin: 19.95 kcal/mol
* F_max: 7.70 eV/Å
* electronic energy: -34528.1860 eV
* E_HOMO: -8.36 eV

The following is a DFT calculation (ωB97M-V with the def2-TZVPD basis set) of 9 unconnected molecules or ions with the total composition C12H42O15 in a non-equilibrium geometry.

```
69
Properties=species:S:1:pos:R:3:mulliken_charge:R:1
O 0.593 2.162 2.033 -0.6630
H 0.927 1.665 2.787 0.2854
H 0.649 1.555 1.270 0.1502
O 0.651 0.408 -0.054 0.8792
H 0.352 -0.493 0.196 0.0173
H 0.387 0.483 -0.980 -0.2899
O 3.412 0.042 0.313 -0.6283
H 2.476 0.304 0.206 0.2044
H 3.643 -0.376 -0.522 0.3077
C 1.871 -1.831 4.730 -0.6177
C 1.328 -2.169 3.336 0.3208
O 0.136 -2.950 3.423 -0.6413
O 2.315 -3.039 5.378 -0.5511
H 1.077 -1.419 5.360 0.3332
H 2.776 -1.230 4.798 0.3372
H 2.150 -2.720 2.871 0.2602
H 1.101 -1.292 2.731 -0.0913
H 0.416 -3.865 3.329 0.3255
H 1.669 -3.740 5.243 0.2952
C 3.033 2.682 -1.383 -0.3510
C 1.702 3.330 -1.728 0.3640
O 1.463 3.242 -3.144 -0.5568
O 4.095 3.516 -1.847 -0.5932
H 3.112 1.657 -1.748 0.1766
H 3.194 2.648 -0.306 0.2651
H 1.650 4.375 -1.425 0.4069
H 0.916 2.771 -1.209 -0.4359
H 1.583 4.141 -3.462 0.3336
H 4.013 3.634 -2.800 0.3205
C -1.889 3.190 0.153 0.7392
C -1.233 4.459 -0.308 -0.5051
O -1.976 5.627 0.088 -0.6050
O -3.266 3.138 -0.199 -0.5793
H -1.775 3.082 1.233 0.1864
H -1.370 2.360 -0.328 -0.5217
H -0.972 4.490 -1.367 0.2616
H -0.238 4.583 0.134 0.3273
H -1.691 5.822 0.986 0.3637
H -3.715 3.895 0.190 0.3395
C -0.856 -0.190 -3.602 -0.4891
C -1.960 -1.178 -4.028 -0.4351
O -2.003 -2.204 -3.026 -0.5238
O -1.195 0.433 -2.376 -0.3105
H -0.821 0.578 -4.384 0.3422
H 0.116 -0.668 -3.524 0.1950
H -1.782 -1.580 -5.023 0.4153
H -2.929 -0.663 -4.042 0.2768
H -1.829 -1.765 -2.184 0.2482
H -2.103 0.749 -2.315 0.2366
C 1.148 -3.729 -1.313 -0.5695
C 1.121 -3.279 0.133 -0.2233
O 0.148 -2.243 0.306 0.0463
O 0.013 -4.502 -1.665 -0.6000
H 2.070 -4.294 -1.483 0.3799
H 1.219 -2.909 -2.034 0.1180
H 2.047 -2.746 0.366 0.3109
H 0.972 -4.101 0.832 0.2172
H -0.746 -2.608 0.496 0.0302
H -0.651 -3.945 -2.086 0.3413
C -3.076 -1.473 0.691 -0.2592
C -2.515 -0.501 1.741 0.2209
O -2.054 -1.117 2.918 -0.5802
O -2.483 -2.772 0.773 -0.6391
H -2.885 -1.069 -0.310 -0.0020
H -4.167 -1.538 0.748 0.5279
H -3.244 0.254 2.026 0.4473
H -1.696 0.023 1.239 -0.4125
H -1.306 -1.700 2.723 0.2398
H -3.120 -3.399 0.424 0.2805
```

* ΔE to the lowest compared entry with this formula, charge and spin: 13.75 kcal/mol
* F_max: 2.48 eV/Å
* electronic energy: -43834.9737 eV
* E_HOMO: -10.07 eV